Entry 1:
66
Properties=species:S:1:pos:R:3:lowdin_charge:R:1 method="wB97M-V/def2-TZVPD" lumo_energy_ev=-2.68 homo_energy_ev=-9.7 charge=+1 orbital_gap_ev=7.031 e_above_lowest_ev=0.991
Ca 0.415 0.135 0.176 1.310
Cl -0.818 1.037 -2.606 0.627
Cl 1.577 -0.013 -4.030 0.597
Cl -4.195 4.076 3.891 0.656
P -2.946 -0.966 0.243 0.571
O -1.696 -0.134 0.079 -0.533
O 0.478 -1.860 -1.168 -0.074
O 0.277 0.637 2.226 -0.267
N 1.005 -1.919 1.029 0.063
N 1.405 -1.900 3.251 0.205
N 2.591 0.733 -0.569 0.021
N 0.548 2.346 0.063 -0.056
N 1.009 -3.894 -0.261 -0.030
C 2.106 4.209 -2.811 -0.060
C 1.375 2.782 -0.995 -0.239
C -1.434 1.184 3.760 -0.029
C 0.836 -4.529 -1.574 0.012
C -0.326 3.063 0.669 -0.057
C -2.138 3.404 2.267 -0.073
C 1.203 3.894 -1.771 -0.017
C 1.319 -2.604 2.126 -0.357
C -1.071 2.597 1.829 -0.133
C -2.483 1.976 4.154 -0.103
C 1.355 -4.597 0.854 -0.027
C 2.481 1.904 -1.283 -0.181
C 4.634 0.265 -1.737 -0.041
C -3.995 -0.856 -1.197 -0.162
C -0.697 1.428 2.573 -0.373
C -2.586 -2.704 0.469 -0.154
C 4.505 1.393 -2.488 -0.011
C -2.850 3.091 3.390 -0.683
C 3.189 3.419 -3.061 -0.029
C 0.095 0.938 -4.137 -0.927
C 3.401 2.254 -2.288 -0.184
C 0.817 -2.520 -0.170 -0.542
C -3.907 -0.463 1.656 -0.151
C 1.521 -4.016 2.061 0.013
C 3.631 -0.037 -0.797 -0.119
H 0.355 4.547 -1.596 0.114
H -3.394 -1.089 -2.077 0.055
H 0.359 1.945 -4.424 0.024
H 3.892 3.670 -3.849 0.122
H -0.180 -4.380 -1.933 0.093
H -3.281 -0.561 2.544 0.053
H -3.031 1.752 5.062 0.111
H -4.810 -1.070 1.766 0.069
H 1.512 -4.081 -2.296 0.101
H -1.145 0.325 4.357 0.114
H -4.174 0.591 1.546 0.069
H -0.511 4.098 0.369 0.131
H 3.686 -0.955 -0.220 0.114
H 1.934 5.098 -3.407 0.113
H -2.113 -3.089 -0.437 0.053
H -0.546 0.468 -4.866 0.026
H 1.042 -5.591 -1.481 0.094
H -2.401 4.289 1.696 0.115
H 5.242 1.642 -3.243 0.127
H -4.840 -1.546 -1.130 0.066
H 1.479 -5.663 0.715 0.137
H 5.474 -0.405 -1.862 0.112
H 1.143 -0.912 3.197 0.093
H -3.505 -3.261 0.666 0.067
H -4.366 0.167 -1.286 0.067
H 1.663 -2.327 4.120 0.121
H -1.903 -2.818 1.314 0.059
H 1.784 -4.599 2.932 0.117

***

Entry 2:
61
Properties=species:S:1:pos:R:3:lowdin_spin:R:1 method="wB97M-V/def2-TZVPD" lumo_energy_ev="2.54 / 2.54" homo_energy_ev="-2.9 / -4.6" multiplicity=6 s2=8.7680 charge=-1 orbital_gap_ev="5.452 / 7.098" e_above_lowest_ev=0.616
Mn -0.212 0.344 1.787 4.292
F -1.848 -1.589 4.271 0.003
F -3.311 -5.713 2.293 -0.001
F -3.128 -3.965 4.452 0.002
F -1.934 -5.008 -0.029 0.002
F 0.014 -3.185 0.358 0.005
O -0.923 -1.246 -3.465 0.000
O 1.164 1.694 -1.298 0.003
C 1.313 1.194 3.013 0.049
C -0.373 3.308 -2.232 0.000
C 1.817 4.005 -1.119 0.000
C 1.349 -1.134 2.854 0.097
C -1.225 2.309 2.792 0.090
C 1.819 -0.603 1.598 0.051
C -2.006 -4.162 1.029 0.005
C 1.009 -0.021 3.695 0.056
C 1.081 2.988 -1.965 0.000
C -1.902 -2.377 3.158 0.006
C 1.163 -2.528 -3.111 0.000
C -2.408 0.677 1.691 0.054
C 1.784 0.844 1.682 0.033
C -2.672 -4.523 2.191 -0.002
C -2.580 -3.621 3.265 0.005
C -1.268 -1.938 1.999 0.048
C 1.793 2.604 -3.272 0.000
C -2.193 1.304 2.952 0.075
C 0.026 -2.151 -4.081 0.000
C -0.557 -1.115 -2.058 0.002
C -0.849 2.373 1.404 0.046
C 0.840 -1.740 -1.800 0.002
C 1.948 1.314 -2.505 0.000
C -1.197 -3.000 1.090 0.011
C -1.648 1.393 0.679 0.013
H 2.828 3.630 -0.896 0.000
H -0.446 3.953 -3.116 0.000
H 2.394 -1.099 0.798 0.006
H 2.169 -2.233 -3.472 0.000
H 1.494 0.473 -3.058 0.000
H -1.377 -1.593 -1.440 0.000
H 2.997 1.145 -2.201 0.000
H 2.728 3.125 -3.490 0.000
H -1.672 1.238 -0.411 0.007
H -0.532 -0.014 -1.862 0.001
H 1.386 2.169 3.503 0.003
H 1.598 -0.982 -1.446 0.000
H 1.261 -2.181 3.176 0.004
H -0.474 -3.103 -4.322 0.000
H 0.792 -2.431 -0.966 0.000
H 1.239 4.166 -0.198 0.000
H -0.265 3.180 0.958 0.004
H -3.167 -0.078 1.492 0.003
H -2.701 1.069 3.884 0.004
H 1.100 -3.640 -2.939 0.000
H 0.432 -1.714 -5.007 0.000
H 1.085 2.615 -4.119 0.000
H 2.165 1.527 0.916 0.006
H -0.880 2.344 -2.431 0.000
H 1.884 4.953 -1.663 0.000
H -0.760 3.842 -1.353 0.001
H 0.720 -0.076 4.751 0.004
H -0.885 2.980 3.596 0.005

***

Entry 3:
78
Properties=species:S:1:pos:R:3:lowdin_charge:R:1 method="wB97M-V/def2-TZVPD" lumo_energy_ev=-5.74 homo_energy_ev=-12.5 charge=+1 orbital_gap_ev=6.726
F -0.465 -2.154 4.956 0.092
F -4.446 5.288 -0.724 0.080
F 4.515 -0.512 5.821 0.084
F -6.320 -4.867 -1.315 0.081
F -8.897 -1.246 -2.461 0.086
O -4.114 -5.211 -1.480 0.137
O -1.555 1.185 0.922 0.021
O 1.838 -3.069 2.606 0.087
O 3.709 -3.248 3.909 0.127
O -7.643 3.301 -3.080 0.150
O -4.017 -5.781 -3.666 0.082
O 7.082 -1.668 3.887 0.093
O -5.757 2.452 -2.103 0.069
O -6.296 4.626 -1.799 0.153
O 1.742 -2.499 4.791 0.155
O -7.157 -2.024 -3.636 0.124
O -5.715 -2.245 -5.392 0.140
O 5.911 0.487 -2.119 -0.017
O 6.164 -1.442 1.805 0.114
O -7.030 -0.384 -5.187 0.083
O -1.685 2.413 -1.262 0.028
O 4.934 -0.996 3.675 0.113
O -2.146 -5.961 -2.362 0.138
N 7.058 1.818 -0.427 -0.187
N 3.676 3.165 0.599 0.070
C 1.853 1.250 0.008 0.113
C 7.083 3.174 -1.097 -0.105
C -5.367 -5.489 -3.362 -0.071
C 3.442 1.714 0.241 -0.008
C 2.598 4.226 0.785 0.050
C 5.876 0.974 -0.848 -0.239
C -6.563 -1.608 -4.790 -0.501
C 2.529 -2.965 3.782 -0.461
C 5.132 -1.401 5.010 -0.344
C 0.608 2.328 0.189 -0.001
C 6.612 -1.336 5.178 -0.058
C 0.488 -2.777 2.909 -0.068
C -6.649 3.449 -2.388 -0.489
C 4.592 0.550 0.081 -0.039
C -0.995 1.940 -0.038 -0.240
C -3.326 -5.677 -2.490 -0.503
C 0.605 -1.963 4.152 -0.327
C -5.337 4.276 -0.827 -0.325
C -5.250 -4.676 -2.119 -0.336
C 1.008 3.862 0.615 0.052
C 7.223 1.898 1.075 -0.101
C 6.067 -1.372 3.018 -0.498
C -7.767 -0.872 -3.101 -0.327
C -4.694 3.057 -1.394 -0.089
C -8.084 -0.053 -4.305 -0.067
H -8.092 1.018 -4.090 0.127
H 6.472 2.630 1.614 0.081
H 0.212 4.725 0.808 0.136
H 1.586 0.145 -0.287 0.132
H 6.977 -2.047 5.924 0.153
H 4.888 0.108 1.145 0.116
H 2.911 5.324 1.099 0.149
H -3.882 3.291 -2.090 0.135
H 4.672 3.491 0.736 0.123
H 7.198 0.818 1.545 0.101
H 0.014 -2.224 2.093 0.143
H -9.040 -0.327 -4.764 0.154
H -4.310 2.390 -0.618 0.138
H 4.061 -0.357 -0.484 0.158
H -7.082 -0.387 -2.396 0.173
H 6.813 4.063 -0.374 0.088
H 4.707 -2.399 5.159 0.147
H -0.059 -3.712 3.065 0.157
H -0.941 2.693 -1.876 0.139
H 8.305 2.365 1.263 0.128
H 6.964 -0.334 5.446 0.149
H -5.103 -3.605 -2.296 0.169
H 0.752 -0.892 3.976 0.177
H -5.831 4.115 0.137 0.181
H 8.163 3.300 -1.573 0.120
H -5.914 -6.425 -3.207 0.152
H 6.330 3.232 -2.019 0.115
H -5.841 -4.937 -4.178 0.139

***

Entry 4:
62
Properties=species:S:1:pos:R:3:lowdin_spin:R:1 method="wB97M-V/def2-TZVPD" lumo_energy_ev="-0.06 / 0.19" homo_energy_ev="-7.2 / -7.2" multiplicity=6 s2=8.7676 orbital_gap_ev="7.145 / 7.407" e_above_lowest_ev=1.517
Sm 0.427 0.688 -0.335 5.097
S 2.108 -0.033 1.862 -0.014
F 3.707 2.554 2.292 0.000
F 6.790 -1.986 1.768 0.000
F 6.393 2.750 2.338 0.000
F 4.083 -2.170 1.681 0.000
F 7.948 0.515 1.987 0.000
O -3.238 0.283 0.225 0.000
O -1.174 -1.334 0.264 -0.004
C 4.658 -0.969 1.962 -0.002
C -1.426 -2.080 -0.967 0.000
C 0.797 2.963 -1.321 -0.014
C -4.803 2.137 -0.129 0.000
C 2.788 0.751 -2.134 -0.007
C 2.365 -1.333 -1.255 -0.006
C -0.879 -3.615 0.875 0.000
C 1.745 0.162 -2.892 -0.005
C -0.577 2.689 0.508 -0.003
C -4.486 0.677 -0.461 0.000
C -4.098 -0.633 0.949 0.000
C 3.815 0.168 2.059 -0.001
C -5.421 -0.354 0.208 0.000
C -1.491 -3.552 -0.554 0.000
C -4.351 0.508 -1.956 0.000
C -1.292 -2.225 1.434 0.000
C 6.622 0.381 2.159 -0.001
C 0.788 2.726 0.966 -0.008
C 6.041 -0.885 2.009 0.000
C 3.159 -0.163 -1.115 -0.008
C 5.832 1.528 2.281 0.000
C 1.622 2.870 -0.164 -0.012
C -0.561 2.828 -0.914 -0.009
C 4.453 1.419 2.231 -0.001
C 1.547 -1.164 -2.407 -0.004
H -4.888 2.298 0.955 0.000
H 1.112 3.078 -2.354 0.000
H -2.371 -2.271 1.771 0.000
H -0.665 -1.827 2.265 0.000
H 3.309 1.681 -2.330 0.000
H -5.737 2.482 -0.607 0.000
H -2.329 -1.673 -1.442 0.000
H 2.701 2.891 -0.176 0.000
H -2.503 -4.008 -0.530 0.000
H -6.264 0.011 0.830 0.000
H 1.115 2.579 1.988 0.000
H -5.717 -1.189 -0.465 0.000
H -4.120 -0.551 -2.157 0.000
H -1.430 2.948 -1.549 0.000
H -3.956 2.727 -0.506 0.000
H 0.976 -1.948 -2.898 0.000
H -0.601 -1.829 -1.640 0.000
H -3.752 -1.662 0.783 0.000
H -5.296 0.834 -2.428 0.000
H -1.471 2.613 1.116 0.001
H 3.981 -0.029 -0.425 0.000
H -0.918 -4.106 -1.298 0.000
H -4.157 -0.419 2.028 0.000
H 1.235 0.610 -3.735 0.000
H 0.220 -3.824 0.801 0.000
H 2.457 -2.229 -0.650 0.000
H -1.298 -4.461 1.447 0.000
H -3.523 1.175 -2.245 0.000